1.
A 2-piece molecular cluster, C4H8O2 overall, computed with the ωB97M-V functional and the def2-TZVPD basis.

Each line ends with the natural charge from an NBO analysis.
Geometry (Å):
C1 1.24561 0.48068 1.68730  -0.2898
C2 1.31761 1.28570 0.62754  -0.3402
C3 1.62491 0.73693 -0.71353  0.3954
O1 1.71925 1.41879 -1.71020  -0.5242
H1 1.40147 -0.59026 1.57957  0.2091
H2 0.99614 0.84274 2.68014  0.2048
H3 1.13893 2.35700 0.68619  0.2193
H4 1.75589 -0.36369 -0.75065  0.1187
C4 -1.84389 -1.38153 -0.46569  -0.2478
O2 -0.78993 -0.72972 0.20643  -0.7297
H5 -1.97312 -1.00763 -1.48999  0.1667
H6 -2.79797 -1.29184 0.07175  0.1627
H7 -1.57002 -2.43755 -0.51371  0.1830
H8 -0.96915 0.21789 0.23438  0.4721

Forces on the atoms, in the same order (eV/Å):
0.058 0.114 -0.100
0.039 -0.049 0.180
0.063 0.184 -0.183
-0.065 -0.258 0.339
-0.009 0.182 0.005
0.094 0.012 -0.129
0.075 -0.116 0.011
0.035 0.142 0.005
-0.310 -0.281 -0.214
-0.054 0.219 0.027
0.010 -0.064 0.141
0.143 -0.017 -0.086
-0.114 0.103 -0.036
0.034 -0.172 0.042

Summary:
Frontier orbital gap: 10.3 eV
SMILES: C=CC=O.CO
Total charge: 0



2.
C4H8O2 as an isolated structure, computed with the ωB97M-V functional and the def2-TZVPD basis.

Each line ends with the natural charge from an NBO analysis.
Geometry (Å):
O1 0.34277 -1.72232 -0.31843  -0.6230
C1 0.19736 -0.91418 -1.29965  0.0981
C2 -0.85374 0.63827 -0.76523  -0.5029
C3 -0.73060 0.82177 0.61440  -0.3132
C4 1.02030 -0.04536 1.42504  0.2335
O2 2.03014 0.37013 0.91212  -0.5134
H1 0.37437 -0.84848 0.76335  0.2764
H2 -0.53428 -1.18981 -2.06807  0.1650
H3 1.09383 -0.40759 -1.68756  0.1532
H4 -1.80952 0.25042 -1.10447  0.2304
H5 -0.41431 1.39738 -1.40906  0.2288
H6 -0.24266 1.70763 1.00970  0.2323
H7 -1.44510 0.34753 1.28445  0.2143
H8 0.87473 -0.04543 2.52690  0.1205

Forces on the atoms, in the same order (eV/Å):
-0.003 0.184 -0.074
0.101 -0.214 -0.136
-0.187 0.265 0.198
-0.129 -0.020 -0.222
0.488 0.226 -0.021
-0.415 -0.167 0.313
-0.100 -0.049 -0.179
0.050 0.061 0.144
-0.121 -0.050 0.082
0.160 -0.012 0.048
-0.047 -0.139 0.084
0.026 -0.150 -0.062
0.151 0.049 -0.091
0.026 0.016 -0.084

Summary:
Frontier orbital gap: 8.4 eV
Total charge: 0



3.
One molecule with the formula C4H8O2, computed with the ωB97M-V functional and the def2-TZVPD basis.

Each line ends with the natural charge from an NBO analysis.
Geometry (Å):
O1 1.94800 0.71600 -0.42223  -0.7031
C1 1.02759 0.26342 0.53950  0.1091
C2 -0.36726 0.93965 0.49973  -0.4694
C3 -0.96885 -0.36486 -0.07588  0.0936
O2 -1.15405 -0.32802 -1.47926  -0.7225
C4 0.34856 -1.09514 0.23166  -0.4569
H1 1.52081 0.63676 -1.28655  0.4669
H2 1.54810 0.32073 1.49918  0.1768
H3 -0.42910 1.80988 -0.16329  0.2155
H4 -0.75365 1.21240 1.48699  0.2157
H5 -1.86464 -0.74800 0.43226  0.1609
H6 -1.91356 0.24104 -1.65988  0.4692
H7 0.76483 -1.63780 -0.62296  0.2266
H8 0.28969 -1.76685 1.09302  0.2177

Forces on the atoms, in the same order (eV/Å):
-0.091 -0.015 -0.283
-0.032 -0.059 0.353
-0.013 0.136 0.023
-0.023 -0.076 0.305
-0.228 0.143 -0.128
0.050 -0.117 -0.003
0.127 0.039 0.078
-0.084 -0.004 -0.142
-0.006 -0.127 0.100
0.056 -0.072 -0.130
0.139 0.063 -0.128
0.140 -0.096 -0.064
-0.053 0.070 0.132
0.016 0.115 -0.112

Summary:
Frontier orbital gap: 10.8 eV
SMILES: O[C@H]1C[C@@H](O)C1
Total charge: 0



4.
One molecule with the formula C4H8O2, computed with the ωB97M-V functional and the def2-TZVPD basis.

Each line ends with the natural charge from an NBO analysis.
Geometry (Å):
C1 0.77746 -1.57206 0.24362  -0.5666
C2 0.11276 -0.43432 0.00188  0.2979
C3 -1.31903 -0.60521 -0.45106  -0.1060
O1 -1.78436 0.65947 -1.10823  -0.7459
O2 0.43574 0.79450 0.31797  -0.5120
C4 1.73620 0.97367 0.88471  -0.2917
H1 1.80462 -1.60521 0.56685  0.2019
H2 0.30871 -2.56391 -0.05379  0.2158
H3 -1.36758 -1.48664 -1.22260  0.2092
H4 -2.06936 -0.74775 0.42448  0.1878
H5 -1.59504 1.47784 -0.49772  0.4769
H6 1.72542 2.17776 0.66538  0.2246
H7 1.57485 0.64583 2.02595  0.2016
H8 2.56298 0.29783 0.33869  0.2066

Forces on the atoms, in the same order (eV/Å):
0.025 -0.985 -0.855
-1.456 -2.967 0.499
-1.774 1.439 -0.666
0.724 0.475 1.546
0.575 0.440 -0.396
-0.391 1.305 0.500
0.005 -0.099 0.297
0.683 1.566 0.390
-0.220 1.957 1.484
1.497 -0.243 -1.301
-0.309 -2.736 -1.514
1.356 -3.061 1.183
1.072 0.967 -2.366
-1.787 1.941 1.200

Summary:
Frontier orbital gap: 9.7 eV
SMILES: C=C(CO)OC
Total charge: 0



5.
C4H8O2 as an isolated structure, computed with the ωB97M-V functional and the def2-TZVPD basis.

Each line ends with the natural charge from an NBO analysis.
Geometry (Å):
O1 2.38937 -1.07658 -0.74375  -0.7035
C1 1.33273 -0.13963 -0.63561  -0.1071
C2 0.79750 -0.09602 0.76788  -0.2621
C3 -2.16552 1.22759 -0.48034  -0.4546
C4 -0.47742 -0.25189 1.09600  0.1095
O2 -1.44696 -0.37279 0.10519  -0.6037
H1 2.02760 -1.94094 -0.51058  0.4646
H2 0.52423 -0.35177 -1.34840  0.1803
H3 1.76538 0.82781 -0.90960  0.1963
H4 1.51729 0.05357 1.56787  0.2246
H5 -1.73697 1.12147 -1.49752  0.1161
H6 -1.39918 1.84259 0.03783  0.1087
H7 -0.86018 -0.23463 2.11215  0.1969
H8 -2.29282 -0.65084 0.48068  0.5339

Forces on the atoms, in the same order (eV/Å):
-0.028 -0.287 0.028
-0.233 0.283 -0.029
-0.176 -0.039 0.045
0.360 -0.004 -0.088
0.311 0.108 0.092
-0.202 0.111 -0.022
0.151 0.083 -0.063
0.158 0.016 0.118
-0.075 -0.101 0.069
-0.110 -0.073 -0.073
-0.131 -0.013 0.171
-0.214 -0.114 -0.078
0.073 0.002 -0.140
0.117 0.026 -0.029

Summary:
Frontier orbital gap: 8.7 eV
Total charge: 0



6.
One molecule with the formula C4H8O2, computed with the ωB97M-V functional and the def2-TZVPD basis.

Each line ends with the natural charge from an NBO analysis.
Geometry (Å):
C1 -1.17674 -1.08330 1.37381  -0.5688
C2 -0.51972 -0.59995 0.31392  0.3508
O1 0.24750 -1.50980 -0.37127  -0.7077
C3 -0.42973 0.81273 -0.19407  -0.4950
C4 1.01449 1.23051 -0.54031  -0.0512
O2 1.49529 0.63215 -1.71982  -0.7198
H1 -2.04307 -0.63404 1.82982  0.2165
H2 -0.76001 -1.97085 1.84695  0.1976
H3 -0.16077 -2.33192 -0.05840  0.4932
H4 -1.03721 0.96547 -1.09248  0.2296
H5 -0.80886 1.46619 0.59835  0.2267
H6 1.68432 1.03597 0.31325  0.1608
H7 1.02980 2.31068 -0.72134  0.1843
H8 1.46470 -0.32385 -1.57840  0.4830

Forces on the atoms, in the same order (eV/Å):
0.077 0.329 0.207
-0.213 0.085 0.307
0.069 -0.057 0.107
-0.134 -0.024 -0.025
-0.173 0.199 0.310
0.045 -0.282 -0.022
0.308 0.485 0.258
-0.553 -0.309 -0.328
0.693 -0.186 -0.488
0.028 -0.096 0.052
0.010 -0.051 -0.183
-0.141 -0.033 -0.126
-0.050 -0.170 0.057
0.034 0.111 -0.126

Summary:
Frontier orbital gap: 9.8 eV
SMILES: C=C(O)CCO
Total charge: 0



7.
C4H8O2 as an isolated structure, computed with the ωB97M-V functional and the def2-TZVPD basis.

Each line ends with the natural charge from an NBO analysis.
Geometry (Å):
C1 -0.83956 -1.13793 -0.08174  -0.2657
C2 -1.58360 0.05028 0.09465  -0.1084
O1 -0.31415 0.98524 -0.91886  -0.6790
C3 0.82008 1.04672 -0.04860  -0.1164
C4 1.30737 -0.36985 0.30886  -0.0995
O2 0.28149 -1.22010 0.78000  -0.5311
H1 -1.31176 -2.08924 -0.30822  0.2178
H2 -0.38610 -0.21340 -1.12696  0.4234
H3 -2.50013 0.18111 -0.47611  0.2193
H4 -1.47928 0.68828 0.97181  0.2027
H5 0.54072 1.61035 0.85049  0.1761
H6 1.63177 1.59330 -0.54501  0.1938
H7 2.07017 -0.31378 1.09219  0.1967
H8 1.76298 -0.81098 -0.59250  0.1702

Forces on the atoms, in the same order (eV/Å):
-0.379 -0.107 0.242
-0.025 -0.215 -0.021
0.076 -0.106 -0.177
0.077 0.036 0.141
0.220 0.192 -0.074
-0.009 -0.061 -0.007
0.047 0.145 0.013
0.029 0.379 -0.038
0.150 -0.042 0.072
0.039 -0.080 -0.143
0.061 -0.078 -0.090
-0.111 -0.099 0.078
-0.100 0.010 -0.111
-0.077 0.027 0.116

Summary:
Frontier orbital gap: 9.1 eV
Total charge: 0



8.
One molecule with the formula C4H8O2, computed with the ωB97M-V functional and the def2-TZVPD basis.

Each line ends with the natural charge from an NBO analysis.
Geometry (Å):
C1 1.50806 -0.50095 0.89183  -0.6240
C2 0.47676 0.45841 0.32718  0.0754
O1 1.14039 1.41558 -0.45987  -0.7088
C3 -0.55326 -0.29358 -0.49300  -0.1078
C4 -2.64156 0.16576 -0.56239  0.1834
O2 -1.48193 0.68625 -1.00821  -0.5539
H1 2.03467 -1.01102 0.07924  0.2143
H2 2.24206 0.05040 1.48336  0.2303
H3 1.03660 -1.25149 1.53549  0.2127
H4 -0.07330 0.94355 1.15202  0.1678
H5 0.45822 1.99150 -0.83148  0.4796
H6 -0.15478 -0.89934 -1.31128  0.2044
H7 -1.12766 -0.91293 0.20978  0.1890
H8 -2.67908 -0.86154 -1.03973  0.0376

Forces on the atoms, in the same order (eV/Å):
0.061 -0.022 0.012
-0.023 -0.294 0.261
-0.071 0.203 -0.174
0.306 -0.337 0.097
-0.491 0.619 -1.178
-0.611 -0.104 0.660
-0.048 0.062 0.096
-0.080 -0.055 -0.069
0.056 0.123 -0.102
0.132 -0.032 -0.161
0.159 0.007 0.006
0.079 0.119 0.062
0.465 -0.339 0.049
0.067 0.050 0.441

Summary:
Frontier orbital gap: 8.8 eV
Total charge: 0



9.
One molecule with the formula C4H8O2, computed with the ωB97M-V functional and the def2-TZVPD basis.

Each line ends with the natural charge from an NBO analysis.
Geometry (Å):
C1 0.19258 -0.00207 1.83998  -0.6282
C2 -0.80576 0.01418 0.70409  -0.0818
C3 1.13691 0.70459 -1.46939  -0.2937
O1 0.10132 0.09458 -2.05560  -0.3580
C4 -0.70226 -0.72572 -1.49404  0.3878
O2 -0.51930 -1.07656 -0.21428  -0.5344
H1 -0.02073 0.82531 2.52504  0.2180
H2 0.14274 -0.94087 2.39864  0.2147
H3 1.21236 0.12624 1.46558  0.2134
H4 -1.82762 -0.13687 1.06672  0.1821
H5 1.76713 1.20774 -2.18782  0.1716
H6 1.55377 0.19575 -0.60823  0.1547
H7 -0.75435 0.96642 0.16374  0.1935
H8 -1.52488 -1.09722 -2.08894  0.1604

Forces on the atoms, in the same order (eV/Å):
0.025 -0.010 0.054
-0.019 0.148 0.217
0.392 -0.059 0.059
0.129 0.369 -0.461
-0.488 -0.425 0.197
0.044 -0.010 -0.066
0.004 -0.136 -0.067
-0.015 0.108 -0.077
-0.171 -0.029 0.072
0.121 0.040 -0.063
-0.090 -0.053 0.043
-0.052 0.168 -0.063
-0.004 -0.109 0.068
0.123 -0.003 0.088

Summary:
Frontier orbital gap (alpha / beta): 8.3 / 7.7 eV
Total charge: 0



10.
A 2-piece molecular cluster, C4H8O2 overall, computed with the ωB97M-V functional and the def2-TZVPD basis.

Each line ends with the natural charge from an NBO analysis.
Geometry (Å):
C1 -1.33520 0.36825 -0.66455  -0.4168
C2 -0.33761 0.74950 0.46615  -0.4398
C3 0.79777 0.30243 -0.47683  0.0276
O1 0.58700 -1.09701 -0.68730  -0.5156
C4 -0.16238 -0.17331 -1.47495  0.0512
H1 -2.15252 -0.31753 -0.42817  0.2124
H2 -1.72798 1.26845 -1.14430  0.2128
H3 -0.40606 0.13438 1.36577  0.2441
H4 -0.34933 1.80426 0.74735  0.2140
H5 1.80802 0.67677 -0.62383  0.2062
H6 -0.07238 -0.28817 -2.54967  0.2018
O2 0.94004 -1.46411 2.08526  -0.9406
H7 0.58248 -1.76229 1.23452  0.4847
H8 1.52374 -0.74636 1.80959  0.4581

Forces on the atoms, in the same order (eV/Å):
-0.191 -0.021 -0.046
0.026 0.114 0.077
0.203 0.243 0.094
-0.117 -0.130 -0.006
-0.142 0.086 -0.356
0.125 0.048 -0.038
-0.045 -0.144 0.029
0.021 0.242 -0.165
0.038 -0.080 -0.186
-0.188 -0.077 0.158
0.003 0.069 0.135
0.173 -0.103 -0.071
0.071 -0.069 0.139
0.022 -0.178 0.237

Summary:
Frontier orbital gap: 11.4 eV
SMILES: C1C[C@H]2O[C@@H]12.O
Total charge: 0



11.
One molecule with the formula C4H8O2, computed with the ωB97M-V functional and the def2-TZVPD basis.

Each line ends with the natural charge from an NBO analysis.
Geometry (Å):
C1 1.88435 -0.33007 -0.59039  -0.2467
O1 0.96975 -0.14648 0.46351  -0.5341
C2 -0.30783 0.32003 0.08785  -0.0149
C3 -1.32602 -0.77957 -0.23716  -0.6475
C4 -0.77683 1.20118 1.24297  0.4367
O2 -1.93667 1.44957 1.46311  -0.5157
H1 2.81329 -0.69349 -0.14221  0.1980
H2 1.53237 -1.06843 -1.32503  0.1688
H3 2.09372 0.61551 -1.11445  0.1663
H4 -0.23919 0.97500 -0.79421  0.1905
H5 -1.48929 -0.90470 -1.31093  0.2120
H6 -0.97041 -1.72564 0.17119  0.2240
H7 -2.28830 -0.53093 0.21861  0.2412
H8 0.04105 1.61803 1.86713  0.1214

Forces on the atoms, in the same order (eV/Å):
0.183 -0.076 -0.217
-0.052 0.022 0.056
-0.301 0.004 -0.042
0.020 -0.086 -0.013
-0.474 0.096 -0.006
0.560 -0.072 -0.050
-0.163 0.049 -0.107
0.014 0.084 0.123
-0.087 -0.127 0.091
0.173 0.181 0.152
0.129 0.026 0.134
-0.044 0.005 0.049
0.127 -0.035 -0.069
-0.084 -0.070 -0.099

Summary:
Frontier orbital gap: 10.8 eV
SMILES: CO[C@@H](C)C=O
Total charge: 0



12.
One molecule with the formula C4H8O3, computed with the ωB97M-V functional and the def2-TZVPD basis.

Each line ends with the natural charge from an NBO analysis.
Geometry (Å):
C1 1.12185 0.50422 1.67185  -0.6540
C2 -0.12855 0.09574 1.00207  0.0801
O1 -0.77765 1.46394 0.24536  -0.5001
C3 -0.46854 0.31832 -0.42353  0.4615
C4 -1.60206 -0.38861 -1.10071  -0.6609
O2 0.83615 0.34191 -1.21660  -0.3156
O3 1.10847 -0.96399 -1.78023  -0.4645
H1 1.78262 -0.36194 1.78218  0.2260
H2 1.62804 1.31114 1.14062  0.2455
H3 0.89532 0.86390 2.68251  0.2240
H4 -0.75344 -0.57730 1.58167  0.1952
H5 -1.99233 0.24725 -1.89790  0.2328
H6 -1.31502 -1.35534 -1.51963  0.2368
H7 -2.41285 -0.59073 -0.39606  0.2235
H8 2.07796 -0.90853 -1.77158  0.4697

Forces on the atoms, in the same order (eV/Å):
0.451 0.163 0.166
-1.263 1.568 -1.295
0.859 -1.908 0.833
2.312 -1.659 0.403
-0.088 -0.300 -0.391
-1.532 1.202 0.039
-0.214 0.264 0.431
0.040 0.077 -0.083
0.001 -0.291 -0.071
-0.001 -0.092 -0.155
-0.685 0.619 0.016
0.039 -0.049 0.020
0.198 0.221 -0.032
0.169 0.274 0.083
-0.286 -0.089 0.033

Summary:
Frontier orbital gap: 10.3 eV
SMILES: C[C@H]1O[C@@]1(C)OO
Total charge: 0



Total energy
In order: -8371.05766; -8367.77303; -8371.61656; -8369.81402; -8367.42122; -8371.48832; -8368.19045; -8368.30929; -8368.73208; -8370.43447; -8371.63861; -10415.50459
Unit: eV
Energy relative to the best compared isomer or geometry (same formula, charge and spin)
In order: 51.3; 127.0; 38.4; 80.0; 135.1; 41.4; 117.4; 114.7; 104.9; 65.7; 37.9; 126.8
Unit: kcal/mol